Formula: C26H50FIN2NbO15S
Source: the Open Molecules 2025 dataset
Level of theory: ωB97M-V with the def2-TZVPD basis set

Properties
LUMO energy (eV): 1.512
E_HOMO (eV): -5.03
Total charge: -1
Frontier orbital gap (eV): 6.5

```
97
Properties=species:S:1:pos:R:3:lowdin_charge:R:1
C 1.700 2.772 -1.359 -0.200
C 3.176 2.092 -1.404 -0.536
S 3.351 1.299 -3.072 0.700
C 4.074 -0.407 -2.955 -0.670
Nb 2.604 -2.139 -3.080 1.806
C 0.893 -0.886 -2.216 -0.347
C 0.024 -1.675 -1.086 -0.286
N -1.246 -1.303 -0.962 -0.002
C 3.177 -2.572 -0.865 -0.361
C 4.729 -2.959 -0.684 -0.208
C 4.991 -4.553 -0.629 -0.403
O 6.173 -4.917 -0.386 0.007
O 3.967 -5.524 -0.817 0.014
C 1.350 -4.033 -2.938 -0.409
C 0.235 -4.297 -4.043 -0.799
C -0.482 -5.704 -3.573 -0.216
I -1.421 -2.895 -4.179 0.853
N 4.291 -3.406 -3.616 -0.065
C 4.878 -3.024 -4.712 -0.398
O 5.607 -2.642 -5.638 0.034
C 2.048 -1.711 -5.240 -0.453
C 2.904 -0.536 -5.969 -0.149
F 2.111 -2.835 -6.165 -0.191
H 0.922 2.115 -0.824 0.065
H 1.728 3.845 -0.950 0.067
H 1.345 2.822 -2.458 0.054
H 3.918 2.979 -1.383 0.064
H 3.392 1.413 -0.516 0.078
H 4.933 -0.432 -3.733 0.012
H 4.629 -0.443 -1.936 0.013
H 1.258 0.043 -1.628 0.025
H 0.223 -0.470 -3.052 0.020
H 0.453 -2.486 -0.416 0.097
H -1.459 -0.549 -1.635 0.041
H 2.983 -1.653 -0.205 0.045
H 2.555 -3.448 -0.449 0.036
H 5.411 -2.427 -1.425 0.085
H 5.048 -2.583 0.363 0.116
H 4.384 -6.213 -1.391 0.121
H 2.081 -4.932 -3.017 0.059
H 0.846 -4.202 -1.906 0.046
H 0.632 -4.584 -5.089 0.082
H -0.861 -5.546 -2.512 0.048
H -1.347 -5.857 -4.325 0.057
H 0.310 -6.514 -3.686 0.077
H 0.957 -1.319 -5.283 0.036
H 2.399 0.454 -5.695 0.052
H 2.774 -0.659 -7.102 0.078
H 4.018 -0.571 -5.751 0.038
C -3.391 5.254 -2.139 -0.048
O -2.243 4.950 -1.350 0.002
C -2.297 5.423 -0.095 -0.597
O -3.206 6.056 0.388 0.109
O -1.163 5.068 0.531 -0.003
C -1.082 5.507 1.886 -0.043
H -3.238 4.825 -3.130 0.095
H -4.288 4.807 -1.704 0.098
H -3.511 6.335 -2.246 0.096
H -1.886 5.069 2.481 0.099
H -1.109 6.597 1.940 0.097
H -0.129 5.166 2.292 0.096
C -4.089 7.761 3.980 -0.038
O -2.941 7.458 4.772 -0.006
C -2.996 7.931 6.027 -0.600
O -3.904 8.563 6.508 0.119
O -1.861 7.576 6.655 -0.002
C -1.781 8.015 8.009 -0.051
H -3.935 7.331 2.989 0.085
H -4.986 7.314 4.414 0.100
H -4.209 8.841 3.873 0.099
H -2.586 7.578 8.604 0.098
H -1.809 9.106 8.063 0.097
H -0.828 7.674 8.414 0.093
C -1.461 -0.574 1.964 -0.044
O -0.310 -0.854 2.767 0.000
C -0.370 -0.360 4.012 -0.604
O -1.283 0.275 4.482 0.110
O 0.767 -0.695 4.649 -0.006
C 0.842 -0.231 5.994 -0.058
H -1.300 -1.022 0.978 0.029
H -2.356 -1.020 2.405 0.100
H -1.588 0.504 1.837 0.096
H 0.039 -0.663 6.596 0.095
H 0.806 0.860 6.028 0.095
H 1.797 -0.558 6.407 0.090
C -4.337 -6.279 3.014 -0.057
O -3.760 -6.387 1.716 -0.007
C -3.733 -5.231 1.027 -0.600
O -4.144 -4.166 1.416 0.119
O -3.169 -5.472 -0.166 -0.001
C -3.073 -4.324 -1.013 -0.061
H -4.306 -7.266 3.476 0.089
H -3.762 -5.588 3.636 0.097
H -5.380 -5.961 2.947 0.095
H -2.448 -3.556 -0.553 0.074
H -4.065 -3.928 -1.242 0.102
H -2.603 -4.635 -1.947 0.020
```

Formula: C26H50I2N3O9P
Source: the Open Molecules 2025 dataset
Level of theory: ωB97M-V with the def2-TZVPD basis set

Properties
LUMO energy (eV): -0.810
SMILES string: C/C(I)=C(\I)c1ccc(C[C@H]2CO2)c2nc(P(=N)(O)O)cnc12.CCO.CCO.CCO.CCO.CCO.CCO
E_HOMO (eV): -8.64
Total charge: 0
Frontier orbital gap (eV): 7.8

```
91
Properties=species:S:1:pos:R:3:lowdin_charge:R:1
C 1.432 -5.026 -4.219 -0.206
C 0.934 -3.661 -3.742 -0.780
I 0.514 -2.127 -5.136 0.920
C 0.765 -3.434 -2.440 -0.712
I 1.128 -4.976 -0.993 0.884
C 0.323 -2.126 -1.845 -0.314
C -0.982 -1.771 -1.911 -0.022
C -1.393 -0.537 -1.316 0.000
C -0.497 0.283 -0.703 -0.163
C -0.995 1.568 -0.080 -0.053
C -1.417 1.153 1.427 -0.251
C -2.776 0.419 1.524 -0.010
O -1.412 -0.221 1.693 -0.114
C 0.882 -0.085 -0.664 -0.131
N 1.751 0.780 -0.077 0.180
C 3.009 0.388 -0.113 -0.264
P 4.245 1.540 0.618 0.511
N 5.618 0.882 0.951 -0.165
O 3.596 2.166 1.957 -0.159
O 4.412 2.736 -0.438 -0.140
C 3.411 -0.849 -0.687 -0.116
N 2.609 -1.730 -1.246 0.156
C 1.316 -1.296 -1.234 -0.176
H 0.841 -5.851 -3.809 0.044
H 2.479 -5.137 -3.900 0.073
H 1.404 -5.083 -5.315 0.054
H -1.749 -2.381 -2.386 0.130
H -2.440 -0.240 -1.348 0.112
H -1.929 1.931 -0.513 0.115
H -0.221 2.327 0.054 0.103
H -1.170 1.855 2.234 0.136
H -3.091 0.150 2.529 0.100
H -3.194 -0.070 0.646 0.085
H 5.596 -0.109 0.732 -0.041
H 3.711 1.515 2.664 0.084
H 5.342 3.007 -0.366 0.083
H 4.479 -1.090 -0.675 0.109
C -7.016 -1.897 2.654 -0.089
C -6.411 -0.802 3.511 -0.312
O -5.854 0.220 2.683 -0.092
H -6.256 -2.327 1.998 0.069
H -7.441 -2.692 3.268 0.076
H -7.803 -1.490 2.012 0.064
H -5.614 -1.200 4.132 0.089
H -7.166 -0.355 4.167 0.109
H -6.565 0.578 2.143 0.077
C 5.265 -0.844 -4.367 -0.081
C 4.630 0.447 -3.881 -0.314
O 3.223 0.287 -3.760 -0.105
H 4.845 -1.136 -5.331 0.078
H 6.347 -0.733 -4.473 0.071
H 5.064 -1.660 -3.669 0.071
H 4.813 1.254 -4.591 0.099
H 5.040 0.743 -2.907 0.100
H 3.063 -0.421 -3.128 0.027
C 6.522 3.142 -6.828 -0.093
C 7.535 2.037 -6.591 -0.322
O 8.253 2.276 -5.383 -0.085
H 7.021 4.110 -6.884 0.076
H 5.969 2.976 -7.755 0.075
H 5.808 3.196 -6.001 0.062
H 8.256 2.001 -7.406 0.111
H 7.042 1.062 -6.523 0.098
H 7.614 2.300 -4.663 0.071
C -6.179 -0.084 7.886 -0.092
C -5.165 -1.113 7.422 -0.311
O -4.634 -0.764 6.146 -0.097
H -6.994 -0.001 7.166 0.070
H -6.594 -0.353 8.859 0.074
H -5.718 0.904 7.964 0.074
H -5.632 -2.092 7.325 0.112
H -4.341 -1.193 8.138 0.108
H -4.211 0.097 6.231 0.088
C 3.781 4.240 4.834 -0.094
C 2.448 4.377 4.121 -0.330
O 1.464 4.929 4.994 -0.087
H 3.678 3.604 5.715 0.077
H 4.536 3.810 4.173 0.065
H 4.135 5.214 5.180 0.072
H 2.089 3.402 3.795 0.095
H 2.543 5.020 3.240 0.111
H 1.777 5.795 5.274 0.076
C -7.538 -2.482 -1.326 -0.090
C -6.069 -2.789 -1.553 -0.316
O -5.348 -1.604 -1.891 -0.090
H -7.981 -2.037 -2.219 0.077
H -8.092 -3.387 -1.074 0.077
H -7.657 -1.759 -0.515 0.055
H -5.947 -3.493 -2.375 0.112
H -5.623 -3.228 -0.654 0.104
H -5.447 -0.987 -1.159 0.069
```

Formula: C26H50NP3ReSe
Source: the Open Molecules 2025 dataset
Level of theory: ωB97M-V with the def2-TZVPD basis set

Properties
LUMO energy (spin up / spin down) (eV): -13.589 / -14.496
E_HOMO (spin up / spin down) (eV): -19.52 / -19.52
Total charge: +4
Multiplicity: 4
Frontier orbital gap (spin up / spin down) (eV): 5.9 / 5.0
Expectation value of S²: 3.804

```
82
Properties=species:S:1:pos:R:3:lowdin_charge:R:1
Re -0.735 -0.066 -0.549 0.654
P -2.803 -0.269 -1.325 0.643
P 0.054 -2.269 -0.712 0.645
P -0.426 2.200 -0.586 0.629
H 4.129 -0.855 -2.023 0.056
C 4.154 0.149 -1.590 -0.091
C 4.243 0.360 -0.268 -0.068
H 4.229 -0.471 0.447 0.065
C -3.117 0.037 -3.102 -0.199
C -3.667 -1.872 -1.070 -0.202
C -4.015 0.869 -0.520 -0.202
C 1.853 -2.435 -0.435 -0.210
C -0.606 -3.492 0.481 -0.201
C -0.221 -3.145 -2.297 -0.229
C 1.294 2.770 -0.820 -0.224
C -0.958 3.098 0.913 -0.200
C -1.305 3.061 -1.940 -0.212
H 4.201 0.985 -2.295 0.068
H 4.472 1.359 0.125 0.080
H -4.006 -0.541 -3.399 0.086
H -2.246 -0.274 -3.698 0.020
H -3.297 1.108 -3.269 0.064
H -4.729 -1.732 -1.323 0.085
H -3.599 -2.192 -0.020 0.052
H -3.239 -2.660 -1.705 0.053
H -5.004 0.389 -0.494 0.078
H -4.075 1.823 -1.061 0.057
H -3.721 1.088 0.518 0.030
H 2.186 -3.397 -0.854 0.087
H 2.056 -2.427 0.645 0.067
H 2.422 -1.619 -0.904 0.000
H -0.193 -4.482 0.241 0.088
H -1.699 -3.545 0.422 0.044
H -0.310 -3.222 1.502 0.049
H 0.357 -4.079 -2.282 0.083
H 0.117 -2.531 -3.143 0.009
H -1.284 -3.379 -2.430 0.051
H 1.268 3.825 -1.120 0.084
H 1.795 2.183 -1.602 0.004
H 1.861 2.667 0.111 0.055
H -0.788 4.173 0.767 0.086
H -0.378 2.761 1.781 0.053
H -2.022 2.923 1.117 0.049
H -0.961 4.103 -1.946 0.084
H -2.391 3.032 -1.790 0.046
H -1.062 2.604 -2.908 0.036
C 1.547 0.185 -4.682 -0.461
C 2.907 -0.127 -4.772 -0.081
C 3.552 -0.110 -6.014 0.016
C 2.821 0.227 -7.169 0.042
C 1.462 0.545 -7.073 0.005
C 0.820 0.530 -5.828 -0.078
Se 0.605 0.095 -2.926 0.821
H -1.760 0.167 0.713 -0.015
H 3.455 -0.397 -3.868 0.070
H 4.615 -0.356 -6.084 0.144
H 3.324 0.219 -8.142 0.150
H 0.898 0.806 -7.971 0.142
H -0.244 0.760 -5.735 0.115
C -2.378 1.004 4.497 0.036
N -2.483 -0.472 4.324 -0.192
C -3.885 -0.931 4.537 0.034
C -1.905 -0.976 3.014 -0.095
C -0.447 -0.621 2.884 -0.252
C 0.365 -0.806 4.012 -0.012
C 1.678 -0.340 4.031 0.004
C 2.221 0.241 2.890 -0.019
C 1.461 0.297 1.725 -0.134
C 0.138 -0.126 1.703 -0.154
H -2.928 1.500 3.689 0.114
H -1.329 1.300 4.496 0.107
H -2.829 1.252 5.464 0.128
H -1.911 -0.899 5.072 0.172
H -4.527 -0.489 3.769 0.118
H -3.910 -2.018 4.477 0.119
H -4.206 -0.607 5.530 0.128
H -2.087 -2.060 3.016 0.145
H -2.537 -0.565 2.217 0.097
H -0.023 -1.319 4.899 0.139
H 2.282 -0.446 4.932 0.143
H 3.241 0.642 2.890 0.140
H 1.933 0.640 0.797 0.062
```

Formula: C26H50O13S4
Source: the Open Molecules 2025 dataset
Level of theory: ωB97M-V with the def2-TZVPD basis set

Properties
LUMO energy (eV): 0.340
SMILES string: C[C@H]1COC(=O)O1.O=S1(=O)CCCC1.O=S1(=O)CCCC1.O=S1(=O)CCCC1.O=S1(=O)CCCC1.CC(C)=O.CC(C)=O
E_HOMO (eV): -9.32
Total charge: 0
Energy above the lowest of the compared OMol25 structures with the same formula, charge and spin (kJ/mol): 168.9
Frontier orbital gap (eV): 9.7

```
93
Properties=species:S:1:pos:R:3:lowdin_charge:R:1
C 4.796 4.547 0.312 -0.014
C 4.451 4.228 1.744 -0.289
C 4.345 5.398 2.704 -0.095
O 3.367 4.938 3.635 0.076
C 2.544 4.119 2.994 -0.584
O 1.439 3.844 3.367 0.154
O 3.061 3.796 1.784 0.055
H 5.851 4.331 0.130 0.087
H 4.576 5.498 -0.173 0.089
H 4.238 3.830 -0.300 0.079
H 5.158 3.569 2.253 0.158
H 4.000 6.333 2.251 0.140
H 5.263 5.625 3.247 0.138
O 2.805 -2.027 -5.757 -0.330
S 1.376 -2.207 -5.638 0.696
O 0.425 -1.599 -6.566 -0.350
C 0.940 -4.004 -5.627 -0.213
C 1.149 -4.428 -4.182 -0.227
C 0.620 -3.322 -3.259 -0.201
C 0.941 -1.954 -3.898 -0.227
H 1.468 -4.536 -6.413 0.104
H -0.119 -3.996 -5.887 0.100
H 0.620 -5.366 -3.998 0.112
H 2.193 -4.661 -3.968 0.116
H 1.049 -3.304 -2.257 0.107
H -0.452 -3.420 -3.090 0.112
H 1.864 -1.502 -3.533 0.092
H 0.131 -1.235 -3.792 0.089
O -1.044 -0.738 -1.409 -0.353
S -0.517 0.166 -0.382 0.696
O -1.272 0.381 0.841 -0.322
C 1.125 -0.321 0.167 -0.225
C 1.912 0.961 0.479 -0.198
C 1.394 2.089 -0.426 -0.206
C 0.126 1.694 -1.171 -0.197
H 1.546 -0.795 -0.728 0.097
H 1.119 -1.099 0.924 0.074
H 1.719 1.211 1.521 0.096
H 2.979 0.778 0.376 0.115
H 2.149 2.384 -1.157 0.108
H 1.229 2.989 0.163 0.103
H 0.357 1.425 -2.201 0.103
H -0.668 2.437 -1.178 0.091
O -2.741 2.294 -2.702 -0.337
S -4.080 2.779 -2.471 0.671
O -4.382 3.423 -1.226 -0.311
C -4.607 3.745 -3.937 -0.224
C -6.068 3.405 -4.008 -0.234
C -6.102 1.850 -3.983 -0.194
C -5.311 1.430 -2.720 -0.197
H -3.988 3.401 -4.761 0.108
H -4.319 4.750 -3.621 0.105
H -6.672 3.814 -3.200 0.122
H -6.497 3.813 -4.927 0.115
H -5.549 1.381 -4.795 0.113
H -7.170 1.649 -4.054 0.115
H -4.758 0.543 -3.019 0.086
H -5.923 1.248 -1.842 0.092
O 5.058 -1.001 4.522 -0.322
S 3.947 -0.065 4.400 0.692
O 3.906 0.884 3.322 -0.336
C 2.345 -0.969 4.430 -0.231
C 2.042 -1.290 5.885 -0.208
C 2.874 -0.390 6.849 -0.205
C 3.514 0.727 6.037 -0.195
H 2.587 -1.832 3.814 0.081
H 1.678 -0.257 3.942 0.101
H 0.995 -1.463 6.140 0.113
H 2.358 -2.341 5.902 0.107
H 3.584 -1.101 7.277 0.111
H 2.340 -0.022 7.723 0.112
H 4.376 1.219 6.474 0.104
H 2.736 1.405 5.685 0.102
C -4.286 -2.204 -1.383 -0.011
C -5.242 -1.316 -0.617 -0.516
C -4.656 -0.385 0.409 -0.010
O -6.430 -1.301 -0.855 0.046
H -4.749 -3.185 -1.477 0.085
H -3.293 -2.199 -0.939 0.060
H -4.164 -1.783 -2.383 0.083
H -3.611 -0.180 0.184 0.052
H -4.776 -0.921 1.356 0.099
H -5.214 0.545 0.484 0.084
C 0.810 -3.610 2.296 -0.026
C 0.471 -5.059 1.992 -0.501
C -0.976 -5.413 2.282 -0.027
O 1.245 -5.871 1.572 0.085
H 1.556 -3.172 1.639 0.075
H 1.082 -3.595 3.352 0.082
H -0.096 -3.013 2.184 0.079
H -1.309 -5.199 3.295 0.085
H -1.231 -6.429 1.987 0.081
H -1.555 -4.797 1.583 0.083
```

Formula: C26H50P2SiSn
Source: the Open Molecules 2025 dataset
Level of theory: ωB97M-V with the def2-TZVPD basis set

Properties
LUMO energy (spin up / spin down) (eV): -7.529 / -6.875
E_HOMO (spin up / spin down) (eV): -12.75 / -12.73
Total charge: +2
Frontier orbital gap (spin up / spin down) (eV): 5.2 / 5.9

```
80
Properties=species:S:1:pos:R:3:lowdin_charge:R:1
Sn -1.017 0.333 1.080 0.969
C 0.329 2.052 3.400 -0.272
C 0.437 2.993 2.332 -0.223
C -1.782 2.861 2.940 -0.246
C -1.040 1.991 3.794 -0.254
C -0.872 3.467 2.028 -0.265
C 1.456 1.358 4.067 -0.042
H 2.323 1.257 3.402 0.067
H 1.167 0.355 4.409 0.080
H 1.787 1.922 4.953 0.106
C -1.600 1.227 4.931 -0.010
H -0.830 0.611 5.412 0.085
H -2.430 0.567 4.632 0.075
H -1.990 1.919 5.692 0.112
C -3.228 3.152 3.056 -0.012
H -3.399 3.904 3.842 0.114
H -3.815 2.262 3.325 0.078
H -3.636 3.562 2.123 0.085
C -1.213 4.507 1.029 -0.039
H -1.278 5.497 1.509 0.105
H -2.184 4.310 0.556 0.079
H -0.452 4.575 0.242 0.069
C 1.697 3.506 1.748 -0.010
H 2.008 4.424 2.277 0.122
H 1.585 3.769 0.685 0.076
H 2.520 2.784 1.847 0.076
C 2.518 -3.226 -2.457 -0.117
C 3.607 -2.563 -2.036 -0.136
C 4.586 -1.838 -2.909 -0.170
C 4.013 -1.204 -4.206 -0.177
C 2.709 -0.477 -4.035 -0.102
C 1.484 -0.998 -4.216 -0.162
C 1.168 -2.436 -4.490 -0.174
C 2.146 -3.477 -3.887 -0.173
H 5.426 -2.496 -3.203 0.134
H 3.974 -1.969 -4.997 0.112
H 5.049 -1.034 -2.313 0.112
H 3.024 -3.579 -4.542 0.113
H 1.923 -3.802 -1.743 0.081
H 3.949 -2.696 -0.999 0.110
H 1.628 -4.452 -3.926 0.124
H 0.161 -2.641 -4.094 0.102
H 0.621 -0.319 -4.293 0.096
H 1.102 -2.628 -5.576 0.133
H 4.763 -0.466 -4.544 0.124
H 2.829 0.604 -3.898 0.106
P 0.819 -1.235 0.305 0.713
C 0.842 -2.958 0.779 -0.209
C 2.457 -0.487 0.344 -0.212
P -0.770 0.664 -1.466 0.733
C 0.195 -0.948 -1.407 -0.489
C 0.410 1.905 -2.025 -0.215
C -2.208 0.637 -2.548 -0.216
H -0.161 -3.313 1.060 0.053
H 1.503 -3.068 1.652 0.078
H 1.228 -3.580 -0.037 0.037
H 3.075 -0.911 -0.458 0.025
H 2.919 -0.715 1.314 0.072
H 2.423 0.604 0.227 0.048
H -1.939 0.176 -3.510 0.068
H -2.518 1.682 -2.719 0.074
H -3.054 0.094 -2.098 0.045
H -0.420 -1.785 -1.770 0.075
H 1.071 -0.861 -2.062 0.013
H -0.146 2.836 -2.206 0.069
H 0.886 1.569 -2.958 0.045
H 1.183 2.102 -1.270 0.047
C -3.232 -1.982 2.992 -0.212
Si -3.202 -1.130 1.314 0.379
C -3.162 -2.401 -0.069 -0.217
C -4.775 -0.102 1.193 -0.206
H -2.226 -2.180 3.389 0.029
H -3.754 -2.947 2.879 0.053
H -3.785 -1.373 3.722 0.037
H -2.280 -3.054 -0.031 0.020
H -3.221 -1.951 -1.070 0.020
H -4.055 -3.030 0.070 0.058
H -5.060 0.284 2.184 0.036
H -4.677 0.745 0.500 0.029
H -5.588 -0.754 0.829 0.055
```

The highest total charge belongs to which entry? C26H50NP3ReSe

Which of these has the highest total charge? C26H50NP3ReSe

Among the records above, which one has the highest total charge? C26H50NP3ReSe

What is the total charge in the third record? +4